Entry 1:
A cluster of 2 separate species, C4H9NO4 in total. Source: OMol25; level of theory: ωB97M-V/def2-TZVPD.

Calculated values
HOMO energy: -0.3411 hartree

Last column: natural (NBO) charge in e.
Atoms and positions in Å:
O -0.09 -1.43 -1.19  -0.731
C -1.06 -1.14 -0.23  0.594
O -2.07 -0.35 -0.70  -0.713
C -0.58 -1.07 1.17  -0.310
N -1.43 -2.16 0.70  -0.606
H -0.54 -1.65 -2.01  0.486
H -1.75 0.57 -0.78  0.510
H -1.07 -0.41 1.86  0.198
H 0.47 -1.27 1.37  0.199
H -0.96 -3.04 0.55  0.365
C 1.82 1.14 -0.67  -0.743
C 0.60 1.69 0.00  0.824
O -0.46 1.88 -0.54  -0.649
O 0.80 1.96 1.29  -0.677
H 2.01 1.67 -1.60  0.245
H 2.68 1.21 -0.01  0.231
H 1.63 0.10 -0.91  0.277
H -0.01 2.31 1.70  0.499

Entry 2:
A cluster of 2 separate species, C4H9NO4 in total. Source: OMol25; level of theory: ωB97M-V/def2-TZVPD.

Calculated values
HOMO energy: -0.3674 hartree

Last column: natural (NBO) charge in e.
Atoms and positions in Å:
N -2.26 -0.82 0.83  -0.867
C -2.00 0.43 0.21  0.883
O -2.38 0.61 -0.94  -0.597
O -0.88 0.92 0.68  -0.579
C 0.52 0.74 -0.33  0.136
C 1.70 1.05 0.60  -0.105
O 2.64 0.52 -0.35  -0.509
C 1.59 0.22 -1.29  -0.077
H -3.05 -1.34 0.45  0.403
H -2.25 -0.79 1.84  0.403
H 0.15 1.62 -0.89  0.199
H 1.89 2.11 0.81  0.187
H 1.68 0.50 1.54  0.207
H 1.52 -0.84 -1.57  0.186
H 1.71 0.77 -2.23  0.196
O 0.19 -1.82 0.42  -1.002
H -0.91 -1.64 0.66  0.481
H 0.15 -2.23 -0.45  0.454

Entry 3:
An isolated molecule of C4H9NOP2. Source: OMol25; level of theory: ωB97M-V/def2-TZVPD.

Calculated values
HOMO energy: -0.3225 hartree

Last column: natural (NBO) charge in e.
Atoms and positions in Å:
C -2.70 0.40 0.59  -0.646
C -1.23 0.92 0.74  -0.718
P -0.76 2.59 -0.16  0.283
P -0.24 -0.50 -0.01  0.591
C 1.58 -0.41 -0.49  -0.472
C 2.75 -0.69 -0.38  0.314
O 3.93 -1.19 -0.11  -0.345
N 3.92 -2.62 -0.13  -0.488
H -2.98 0.31 -0.48  0.216
H -3.42 1.07 1.19  0.238
H -2.79 -0.69 0.93  0.223
H -1.07 1.16 1.80  0.234
H -1.18 2.31 -1.48  -0.029
H -1.97 3.29 -0.17  -0.031
H -0.84 0.00 -1.10  -0.056
H 3.85 -2.90 -1.07  0.339
H 3.16 -3.05 0.34  0.346

Entry 4:
The ion C4H9NOS with charge -2. Source: OMol25; level of theory: ωB97M-V/def2-TZVPD.

Calculated values
HOMO energy: 0.0342 hartree
total charge: -2

Last column: natural (NBO) charge in e.
Atoms and positions in Å:
C 1.48 -1.24 0.19  -0.408
N 0.57 -0.44 1.12  -0.692
C -0.64 0.31 0.29  -0.072
C -1.27 -0.64 -0.79  -0.023
O -0.64 -0.60 -1.95  -0.961
C -0.23 1.69 -0.15  -0.547
S 0.20 2.82 1.21  -0.774
H 0.97 -2.12 -0.05  0.182
H 2.52 -1.47 0.68  0.124
H 1.68 -0.63 -0.63  0.192
H 1.09 0.28 1.50  0.351
H -1.35 0.39 1.18  0.166
H -2.39 -0.46 -0.62  0.048
H -1.22 -1.63 -0.25  0.057
H -1.26 1.98 -0.78  0.159
H 0.50 1.76 -0.95  0.199

Entry 5:
An isolated molecule of C4H9NOS. Source: OMol25; level of theory: ωB97M-V/def2-TZVPD.

Calculated values
HOMO energy: -0.3326 hartree

Last column: natural (NBO) charge in e.
Atoms and positions in Å:
C -0.05 1.61 -2.67  -0.415
N -0.03 2.02 -1.26  -0.631
C 0.20 1.17 -0.16  0.694
O 0.42 1.65 0.93  -0.608
C 0.07 -0.34 -0.41  -0.536
C 0.57 -1.16 0.77  -0.527
S -0.57 -2.36 1.53  -0.030
H 0.90 1.80 -3.15  0.194
H -0.84 2.18 -3.14  0.206
H -0.34 0.57 -2.75  0.207
H 0.31 2.93 -1.04  0.395
H -0.86 -0.70 -0.85  0.245
H 0.75 -0.44 -1.26  0.223
H 1.05 -0.50 1.49  0.248
H 1.40 -1.81 0.47  0.221
H -1.56 -1.52 1.77  0.115

Entry 6:
A cluster of 2 separate species, C4H9NOS in total. Source: OMol25; level of theory: ωB97M-V/def2-TZVPD.

Calculated values
HOMO energy: -0.3163 hartree

Last column: natural (NBO) charge in e.
Atoms and positions in Å:
C 2.81 0.22 0.93  -0.251
C 2.42 -0.54 0.13  -0.237
C -0.26 1.83 -0.32  -0.436
C -1.68 -1.78 0.20  -0.811
N -0.58 0.48 0.25  -0.887
O -1.70 -0.22 -1.95  -0.966
S -0.77 -0.70 -0.97  1.405
H 3.31 0.82 1.55  0.216
H 0.13 0.27 1.02  0.407
H 1.80 -1.17 -0.60  0.247
H 0.02 2.50 0.59  0.211
H -1.04 2.10 -1.02  0.228
H 0.68 1.79 -0.89  0.178
H -2.27 -1.08 0.80  0.252
H -2.11 -2.39 -0.51  0.228
H -0.77 -2.13 0.79  0.217

Entry 7:
A structure of composition C4H9NOS. Source: OMol25; level of theory: ωB97M-V/def2-TZVPD.

Calculated values
HOMO energy: -0.3178 hartree

Last column: natural (NBO) charge in e.
Atoms and positions in Å:
C 0.31 1.79 0.01  -0.550
C 0.23 0.67 1.01  -0.067
C 0.39 -0.78 0.87  -0.118
C 0.51 -1.56 -0.58  -0.118
H -1.15 0.83 -1.55  0.150
H 1.20 1.44 -0.49  0.220
H 0.45 2.65 0.61  0.235
H 0.62 1.13 1.96  0.188
H -1.71 -0.35 0.67  0.346
H 0.93 -1.27 1.59  0.189
H 0.22 -2.89 -0.50  0.204
H 1.65 -1.38 -1.09  0.221
H -1.34 -1.38 -1.20  0.473
N -0.80 -0.13 1.38  -0.570
O -0.49 -0.81 -1.54  -0.759
S -1.02 2.04 -1.14  -0.044

Entry 8:
A cluster of 3 separate species, C4H9NOS in total. Source: OMol25; level of theory: ωB97M-V/def2-TZVPD.

Calculated values
HOMO energy: -0.2889 hartree

Last column: natural (NBO) charge in e.
Atoms and positions in Å:
O -0.18 1.30 1.47  -0.421
C 0.54 0.54 0.89  0.272
C 1.41 -0.47 1.48  0.214
C -2.90 0.30 0.11  -0.406
C -2.00 0.60 -0.82  -0.384
S 1.58 0.28 -2.34  -0.642
N 2.27 -1.08 0.63  -0.763
H 0.79 0.66 -0.21  0.185
H 1.10 -1.04 2.37  0.197
H -3.06 0.96 0.95  0.197
H -3.49 -0.60 0.02  0.194
H -1.67 -0.12 -1.56  0.201
H -1.50 1.56 -0.93  0.199
H 1.92 -1.01 -2.46  0.096
H 3.25 -0.89 0.76  0.442
H 1.94 -0.98 -0.35  0.420

Energy above the lowest of the compared OMol25 structures with the same formula, charge and spin for the records above, in order: 160.4, 533.7, 323.4, 197.8, 74.6, 500.3, 571.3, 632.5 kJ/mol